DFT (ωB97M-V/def2-TZVPD) results for a cluster of 12 separate species, C51H67F5O7 in total.

## Properties
HOMO level: -0.33041 Ha
largest force on an atom: 0.07826 Eh/bohr
SMILES: Fc1ccccc1.Fc1ccccc1.Fc1ccccc1.Fc1ccccc1.Fc1ccccc1.CC(C)=O.CC(C)=O.CC(C)=O.CC(C)=O.CC(C)=O.CC(C)=O.CC(C)=O
energy relative to the best compared isomer or geometry (same formula, charge and spin): 3.789 eV
gap between HOMO and LUMO: 9.350 eV

Each line ends with the Löwdin charge.
Atoms and positions in Å:
F: -2.659 -4.651 3.093  0.030
C: -2.338 -3.433 3.651  -0.235
C: -1.213 -3.404 4.529  -0.004
C: -0.778 -2.149 5.071  -0.070
C: -1.649 -1.034 4.928  -0.080
C: -2.844 -1.161 4.199  -0.091
C: -3.179 -2.326 3.550  -0.036
H: -0.470 -4.186 4.469  0.088
H: 0.147 -2.074 5.623  0.078
H: -1.393 -0.189 5.550  0.093
H: -3.491 -0.325 3.979  0.093
H: -3.990 -2.430 2.844  0.102
F: 4.578 1.777 -2.970  0.057
C: 4.356 1.353 -1.714  -0.261
C: 4.959 0.176 -1.267  -0.024
C: 4.514 -0.365 -0.075  -0.100
C: 3.634 0.289 0.748  -0.111
C: 3.091 1.526 0.417  -0.051
C: 3.511 2.068 -0.819  0.004
H: 5.716 -0.298 -1.874  0.106
H: 4.860 -1.359 0.165  0.098
H: 3.346 -0.166 1.685  0.083
H: 2.353 2.043 1.012  0.105
H: 3.058 2.967 -1.210  0.075
F: -1.805 1.477 -0.097  0.045
C: -1.012 0.397 -0.174  -0.296
C: -0.251 0.210 -1.330  0.012
C: 0.522 -1.028 -1.435  -0.039
C: 0.513 -1.903 -0.316  -0.070
C: -0.222 -1.600 0.851  -0.069
C: -0.990 -0.471 0.893  -0.031
H: -0.481 0.983 -2.048  0.092
H: 1.128 -1.317 -2.280  0.070
H: 1.306 -2.635 -0.317  0.087
H: -0.223 -2.299 1.674  0.087
H: -1.531 -0.325 1.816  0.105
F: 2.614 -3.477 -2.612  0.060
C: 3.947 -3.583 -2.688  -0.256
C: 4.499 -4.737 -2.136  -0.026
C: 5.814 -4.990 -2.350  -0.113
C: 6.625 -4.089 -2.985  -0.078
C: 6.033 -2.966 -3.606  -0.088
C: 4.726 -2.683 -3.447  -0.027
H: 3.924 -5.481 -1.605  0.109
H: 6.211 -5.854 -1.838  0.107
H: 7.665 -4.329 -3.152  0.102
H: 6.691 -2.376 -4.227  0.109
H: 4.141 -1.812 -3.706  0.108
F: -7.330 1.469 1.918  0.073
C: -6.778 1.609 3.109  -0.326
C: -7.345 0.908 4.084  -0.023
C: -6.723 0.992 5.329  -0.082
C: -5.641 1.808 5.546  -0.108
C: -5.093 2.570 4.526  -0.084
C: -5.673 2.474 3.285  -0.004
H: -8.192 0.257 3.924  0.124
H: -7.113 0.326 6.084  0.105
H: -5.223 1.819 6.542  0.099
H: -4.285 3.281 4.614  0.108
H: -5.338 3.098 2.471  0.109
C: 1.523 0.326 -4.655  -0.018
C: 1.227 1.425 -5.634  -0.470
O: 2.024 1.835 -6.476  0.043
C: -0.060 2.209 -5.348  -0.023
H: 2.575 0.051 -4.592  0.076
H: 1.040 -0.557 -5.073  0.095
H: 1.075 0.450 -3.669  0.043
H: -0.825 1.680 -5.916  0.085
H: 0.058 3.201 -5.783  0.066
H: -0.291 2.323 -4.289  0.068
C: 2.980 4.535 -4.215  -0.001
C: 1.820 5.538 -4.174  -0.431
O: 0.659 5.136 -4.364  0.024
C: 2.117 7.000 -3.911  -0.018
H: 3.410 4.158 -3.287  0.067
H: 3.794 4.864 -4.860  0.084
H: 2.608 3.681 -4.782  0.056
H: 3.046 7.341 -4.368  0.079
H: 2.075 7.302 -2.865  0.079
H: 1.275 7.495 -4.397  0.079
C: -5.097 6.223 -1.145  -0.016
C: -4.252 5.095 -0.480  -0.442
O: -3.728 5.254 0.611  0.029
C: -4.024 3.783 -1.330  -0.014
H: -6.110 5.860 -1.316  0.079
H: -4.545 6.381 -2.072  0.078
H: -5.105 7.138 -0.552  0.078
H: -3.600 3.018 -0.679  0.054
H: -3.463 4.053 -2.225  0.084
H: -5.014 3.426 -1.613  0.069
C: -0.630 4.645 -0.136  -0.019
C: 0.691 5.334 0.013  -0.510
O: 1.718 4.886 -0.521  0.037
C: 0.648 6.566 0.738  -0.023
H: -0.527 4.067 -1.055  0.084
H: -1.457 5.324 -0.342  0.061
H: -0.963 4.034 0.703  0.096
H: 0.523 6.410 1.809  0.109
H: -0.211 7.106 0.339  0.095
H: 1.567 7.030 0.381  0.095
C: -4.367 -1.999 -0.243  -0.014
C: -4.667 -0.655 0.391  -0.470
O: -4.522 -0.424 1.582  0.055
C: -5.293 0.298 -0.594  -0.025
H: -3.402 -2.244 0.200  0.075
H: -4.284 -1.958 -1.329  0.080
H: -5.024 -2.847 -0.047  0.091
H: -4.617 0.521 -1.420  0.085
H: -5.501 1.303 -0.226  0.060
H: -6.245 -0.202 -0.770  0.101
C: 1.561 -7.237 1.388  -0.019
C: 1.816 -8.646 0.886  -0.512
O: 1.206 -9.628 1.346  0.038
C: 2.500 -8.800 -0.360  -0.043
H: 0.575 -7.225 1.854  0.087
H: 1.517 -6.466 0.618  0.077
H: 2.354 -6.951 2.079  0.080
H: 1.681 -8.667 -1.066  0.113
H: 2.786 -9.848 -0.444  0.092
H: 3.403 -8.190 -0.395  0.086
C: 2.517 -3.979 4.751  -0.045
C: 2.623 -3.516 3.394  -0.453
O: 1.723 -3.805 2.559  0.022
C: 3.937 -2.707 3.172  0.001
H: 3.423 -4.190 5.318  0.096
H: 2.121 -4.975 4.549  0.096
H: 1.779 -3.396 5.302  0.077
H: 3.920 -2.114 2.257  0.037
H: 4.707 -3.395 2.824  0.094
H: 3.991 -2.060 4.048  0.091